[1]
23
Properties=species:S:1:pos:R:3:mulliken_charge:R:1 method="wB97M-V/def2-TZVPD" multiplicity=1 charge=-2 homo_ev=-2.97 lumo_ev=-0.1 mol_weight_g_mol=324.12 homo_lumo_gap_ev=2.86
Ca -0.2552 -0.0613 -0.6154 1.83
N -2.8567 -4.5761 -0.3542 0.97
O -2.4708 -5.5359 -1.0592 -0.66
O -2.1279 -3.6480 -0.0118 -0.68
O -4.0116 -4.5264 -0.1038 -0.61
N 2.5314 4.5012 -1.8654 1.03
O 3.1025 5.0401 -2.7716 -0.66
O 2.1799 3.3577 -1.8707 -0.70
O 2.2727 5.2308 -0.9137 -0.66
N 3.3515 -1.6264 3.1226 1.04
O 2.7641 -1.3252 2.1105 -0.69
O 4.0941 -2.5449 3.1074 -0.65
O 3.2501 -0.9650 4.1454 -0.65
N -1.6471 2.5454 3.9909 0.92
O -2.0432 3.6990 4.2164 -0.62
O -1.5390 2.1323 2.8510 -0.65
O -1.2498 1.8632 4.9969 -0.63
O -3.2867 0.9318 -2.4884 -0.57
H -4.0008 1.5207 -2.2446 0.31
H -3.5691 0.5419 -3.3158 0.30
O 1.7863 -1.9429 -3.3400 -0.60
H 2.0276 -2.8689 -3.3147 0.32
H 1.6975 -1.7435 -4.2720 0.30

[2]
29
Properties=species:S:1:pos:R:3:mulliken_charge:R:1 method="wB97M-V/def2-TZVPD" multiplicity=1 charge=-2 homo_ev=-2.22 lumo_ev=2.0 mol_weight_g_mol=360.15 homo_lumo_gap_ev=4.26
Ca -0.4529 0.1822 0.6793 1.69
N 3.3188 2.7837 2.0903 0.96
O 3.3623 3.9492 2.4620 -0.66
O 2.1770 2.3245 1.8447 -0.64
O 4.2799 2.1064 2.0612 -0.61
N 1.6532 1.2168 -3.5406 0.99
O 0.8987 1.8097 -4.3113 -0.70
O 2.7288 0.9449 -3.9219 -0.62
O 1.2684 0.8489 -2.4474 -0.64
N -3.5522 -1.0768 -3.1718 0.94
O -3.7727 -0.6252 -4.2990 -0.62
O -3.0099 -0.3429 -2.3438 -0.61
O -4.0122 -2.1891 -2.8555 -0.68
N 3.6919 -2.7411 -0.0734 0.92
O 2.5816 -2.4169 0.2207 -0.62
O 3.8971 -3.2007 -1.2389 -0.64
O 4.6385 -2.3930 0.6962 -0.65
O -3.4379 0.2219 2.0421 -0.52
H -3.6270 0.9781 2.5977 0.29
H -4.2590 -0.2693 2.0177 0.27
O -1.6220 3.1884 -0.1284 -0.54
H -1.2154 3.5866 -0.8981 0.32
H -2.4735 3.6198 -0.0566 0.26
O -1.4667 -3.0754 0.1500 -0.57
H -0.9124 -3.7425 0.5550 0.31
H -1.8043 -3.4928 -0.6425 0.30
O 0.2200 -0.7343 3.8117 -0.54
H 1.1324 -0.8852 4.0588 0.32
H -0.2302 -0.5758 4.6415 0.27

[3]
29
Properties=species:S:1:pos:R:3:mulliken_charge:R:1 method="wB97M-V/def2-TZVPD" multiplicity=1 charge=-5 homo_ev=4.77 lumo_ev=11.7 mol_weight_g_mol=474.11 homo_lumo_gap_ev=6.91
Ca -0.0008 -0.1172 -0.0040 2.32
N -1.9873 -1.5649 2.3365 0.86
O -1.5373 -1.5561 1.1723 -0.44
O -1.2351 -1.3693 3.3254 -0.67
O -3.2215 -1.6727 2.6120 -0.72
N 2.0847 -3.0203 1.0725 0.70
O 1.4618 -1.9595 0.8668 -0.40
O 3.3478 -2.9957 1.0277 -0.69
O 1.5085 -4.1228 1.2103 -0.69
N -1.0286 2.4942 2.1543 0.68
O -0.4141 3.3251 2.8782 -0.72
O -0.4001 1.5541 1.6161 -0.48
O -2.2298 2.6935 1.8804 -0.62
N -3.0894 1.0426 -1.3186 0.67
O -3.5482 0.4375 -2.3291 -0.72
O -3.6252 2.0690 -0.8699 -0.63
O -2.1124 0.5066 -0.7430 -0.36
N 0.4034 2.5069 -2.1201 0.86
O -0.0104 2.8536 -3.2577 -0.72
O 0.7569 3.3798 -1.3051 -0.60
O 0.5787 1.2768 -1.8992 -0.57
N 3.4440 1.2834 0.3802 0.74
O 3.6706 2.4344 -0.1155 -0.68
O 2.2841 0.9775 0.7219 -0.39
O 4.3700 0.4635 0.5230 -0.67
N 0.1542 -2.7288 -2.4421 0.74
O 0.9468 -3.5620 -1.9843 -0.64
O -0.3376 -1.7851 -1.7576 -0.44
O -0.2337 -2.8439 -3.6315 -0.71

[4]
14
Properties=species:S:1:pos:R:3:mulliken_charge:R:1 method="wB97M-V/def2-TZVPD" multiplicity=1 charge=+1 homo_ev=-12.53 lumo_ev=-10.3 mol_weight_g_mol=410.84 homo_lumo_gap_ev=2.26
Cd -1.4330 -0.2874 -0.0508 1.19
Cd 3.9167 0.7526 -2.5369 1.42
N -1.3021 3.0100 -0.3444 0.90
O -1.7120 3.3775 -1.4185 -0.52
O -0.9960 3.7055 0.6236 -0.45
O -1.1986 1.7351 -0.0918 -0.52
N -0.9899 -2.4028 1.7641 1.26
O -0.3127 -1.3629 2.0375 -0.61
O -1.1882 -3.3080 2.5313 -0.53
O -1.6084 -2.2331 0.6716 -0.67
N 1.7011 -0.7584 -0.8057 0.78
O 2.4287 -0.2311 -1.7002 -0.48
O 2.1768 -1.5805 -0.0494 -0.43
O 0.5176 -0.4165 -0.6302 -0.35

[5]
15
Properties=species:S:1:pos:R:3:mulliken_charge:R:1 method="wB97M-V/def2-TZVPD" multiplicity=1 charge=+5 homo_ev=-22.78 lumo_ev=-20.2 mol_weight_g_mol=568.38 homo_lumo_gap_ev=2.54
Sr 0.9716 -0.8534 1.0340 1.83
Sr 1.5641 -1.2881 -2.9382 1.94
Sr -1.3691 2.4595 -0.4276 1.85
Sr -2.6248 -0.9025 -2.0641 1.83
F -0.2273 -0.0406 -1.2298 -0.99
Cl -2.2542 -2.9799 1.1875 1.45
O -2.9516 -3.7086 0.2190 -0.53
O -1.5477 -3.9262 2.0084 -0.47
O -1.3295 -2.2308 0.2347 -0.72
O -3.0299 -1.9996 1.8222 -0.47
Cl 2.5163 3.0935 0.0639 1.60
O 3.7351 2.8503 0.7960 -0.52
O 1.7679 1.8007 -0.1989 -0.72
O 1.6831 4.0766 0.6244 -0.57
O 3.0959 3.6490 -1.1315 -0.50

[6]
26
Properties=species:S:1:pos:R:3:mulliken_charge:R:1 method="wB97M-V/def2-TZVPD" multiplicity=1 charge=-1 homo_ev=-6.39 lumo_ev=0.6 mol_weight_g_mol=311.96 homo_lumo_gap_ev=6.99
Na -0.0067 -0.3166 0.3719 0.93
Cl -3.0686 4.0267 -1.3693 1.65
O -3.2988 4.3575 0.0299 -0.70
O -2.3717 2.8588 -1.4670 -0.62
O -4.2873 3.7279 -2.0576 -0.68
O -2.3443 5.0991 -1.8951 -0.64
Cl 1.0301 -5.3663 -0.7840 1.62
O 0.4837 -5.5357 -2.0879 -0.65
O -0.1019 -5.3990 0.1347 -0.65
O 1.9215 -6.5063 -0.5045 -0.67
O 1.8034 -4.1609 -0.8399 -0.64
O 2.6023 1.1220 -2.2128 -0.61
H 3.3167 0.5878 -2.5599 0.31
H 2.6700 1.9507 -2.6870 0.31
O 3.3124 1.0133 1.9828 -0.65
H 3.4880 1.4097 1.1295 0.33
H 2.5935 1.5314 2.3447 0.32
O 0.4545 3.3617 2.1298 -0.62
H -0.1275 3.7342 1.4674 0.34
H 0.5113 4.0366 2.8062 0.29
O -2.1860 -2.0772 -1.7451 -0.65
H -2.0280 -1.5636 -2.5372 0.32
H -1.8858 -2.9586 -1.9667 0.35
O -0.9570 -1.3645 3.8663 -0.62
H -0.1424 -1.3734 4.3689 0.32
H -1.3812 -2.1951 4.0819 0.32

[7]
6
Properties=species:S:1:pos:R:3:mulliken_charge:R:1 method="wB97M-V/def2-TZVPD" multiplicity=1 charge=0 homo_ev="-9.90 / -9.85" lumo_ev="-1.1 / -1.3" mol_weight_g_mol=100.94 homo_lumo_gap_ev="8.78 / 8.58"
N 0.3065 0.0568 -1.6880 -0.32
N -0.9501 -0.3779 1.4682 -0.33
Cl 1.6130 0.4163 -0.7566 0.04
Cl 0.3207 0.6123 1.6589 0.05
H 0.1850 -0.8627 -1.4278 0.28
H -1.4751 0.1552 0.7452 0.28

[8]
6
Properties=species:S:1:pos:R:3:mulliken_charge:R:1 method="wB97M-V/def2-TZVPD" multiplicity=1 charge=0 homo_ev=-10.08 lumo_ev=-0.6 mol_weight_g_mol=117.90 homo_lumo_gap_ev=9.44
H -0.1531 2.6710 -0.6425 0.26
N -0.2725 2.1556 0.1913 -0.47
P -0.3202 0.5732 0.0037 0.35
Cl -0.0819 -0.1353 1.8190 -0.13
Cl 0.9658 -2.9357 -0.4960 -0.24
H -0.1382 -2.3287 -0.8755 0.23

[9]
7
Properties=species:S:1:pos:R:3:mulliken_charge:R:1 method="wB97M-V/def2-TZVPD" multiplicity=1 charge=0 homo_ev=-9.75 lumo_ev=-1.1 mol_weight_g_mol=165.14 homo_lumo_gap_ev=8.62
Si 0.5308 0.0773 0.0611 0.70
S 0.3047 -0.7533 1.9457 -0.22
S 0.5207 2.2159 -0.3683 -0.23
Cl 1.5752 -1.1193 -1.1703 -0.12
Cl -2.1545 -0.6339 -0.6292 -0.52
H -0.4676 -1.7302 1.5309 0.19
H -0.3094 1.9435 -1.3698 0.20

[10]
8
Properties=species:S:1:pos:R:3:mulliken_charge:R:1 method="wB97M-V/def2-TZVPD" multiplicity=1 charge=0 homo_ev="-8.01 / -8.10" lumo_ev="-0.9 / 0.3" mol_weight_g_mol=132.92 homo_lumo_gap_ev="7.08 / 8.45"
N -1.3874 0.9832 -0.1840 -0.20
N -1.0613 -0.3225 -0.3988 -0.44
P 1.7515 -0.5930 -0.6949 0.29
Cl 2.4836 0.2896 1.0036 -0.17
Cl 1.5937 -2.5474 0.0912 -0.21
H -1.1260 1.3849 0.7208 0.23
H -1.6780 1.5744 -1.0392 0.25
H -0.5762 -0.7692 0.5015 0.24